The following is a DFT calculation (the ωB97M-V functional and the def2-TZVPD basis) of C5H8 in the gas phase at a distorted geometry.

Cartesian coordinates (Å):
H 1.37650 -0.01334 1.58718
H 1.15995 -0.77154 -2.12613
C -0.74999 0.52301 0.74739
C 1.32147 -0.72244 0.76275
H -0.12762 0.31370 -2.31935
H -0.47360 0.59727 1.81287
C 0.32708 -0.20929 -0.24388
C -1.85561 1.03244 0.08488
H 2.36848 -1.01192 0.56348
H 1.01393 -1.71491 1.16533
H -1.99679 0.68519 -0.94367
C 0.37792 -0.26283 -1.61691
H -2.74173 1.55467 0.52605

Cartesian forces, eV/Å:
0.06 -0.20 0.03
0.86 -0.65 0.20
-1.19 0.51 -4.52
1.09 -2.05 0.31
-1.75 0.93 -0.54
-0.43 0.14 -0.84
-0.77 1.19 0.70
0.81 -1.30 1.95
-0.30 0.71 -1.03
-0.52 0.72 0.15
0.17 0.50 0.24
0.81 -0.07 3.49
1.17 -0.42 -0.15

electronic energy	-5312.058	eV
HOMO energy	-0.3237	hartree
ΔE to the lowest compared entry with this formula, charge and spin	48.6	kcal per mole
frontier orbital gap	9.68	eV
charge	0
lowest unoccupied orbital energy	0.87	eV
M	68.12	g mol⁻¹